*a*
Molecular formula: C12H17N
Method: DFT, ωB97M-V with the def2-TZVPD basis set

```
30
C12H17N, DFT ωB97M-V with the def2-TZVPD basis set
C 0.909 1.872 3.134
C 0.939 -0.302 0.171
C 0.908 1.024 0.673
C 0.862 0.826 2.125
C 0.951 -0.507 2.386
C 1.013 -0.439 -1.233
C 0.870 0.652 -2.016
C 0.853 1.957 -1.446
C 0.863 2.211 -0.098
N 0.841 -1.207 1.200
H 1.127 -1.429 -1.706
H 0.953 0.643 -3.097
H 1.248 -2.117 1.051
H 0.711 2.736 -2.180
H 0.918 -0.987 3.344
H 0.651 3.129 0.431
H -0.161 2.226 3.238
H 1.425 2.776 2.842
H 0.966 1.382 4.079
C -1.995 -1.328 -1.667
C -3.481 -1.027 -1.892
C -1.696 -2.662 -1.019
H -1.720 -0.622 -0.811
H -1.535 -1.208 -2.650
H -4.036 -0.987 -0.927
H -3.670 -0.037 -2.327
H -1.833 -3.554 -1.660
H -4.029 -1.843 -2.444
H -2.236 -2.820 -0.077
H -0.723 -2.803 -0.561
```

Results
SMILES string = Cc1c[nH]c2ccccc12.CCC
HOMO energy = -7.91 eV
Kohn-Sham gap = 8.8 eV
LUMO level = 0.9 eV

These are the Mulliken partial charges, in e, on atoms 1 to 2: number 1, C, carries -1.41; number 2, C, carries -0.51

*b*
Molecular formula: C12H17N
Method: DFT, ωB97M-V with the def2-TZVPD basis set

```
30
C12H17N, DFT ωB97M-V with the def2-TZVPD basis set
C 2.196 0.415 2.310
C 2.437 -1.039 2.742
C 1.967 0.615 0.846
C 2.339 1.637 0.047
C 0.927 -0.095 0.103
C 0.874 0.479 -1.170
C 0.160 -1.241 0.325
C 0.168 -0.043 -2.251
C -0.593 -1.755 -0.709
C -0.552 -1.200 -1.994
N 1.763 1.548 -1.206
H 1.258 0.712 2.794
H 2.983 1.068 2.685
H 2.567 -1.687 1.875
H 2.955 2.475 0.334
H 1.576 2.401 -1.706
H 0.188 -1.737 1.288
H 0.299 0.419 -3.219
H -1.158 -2.663 -0.536
H -1.192 -1.621 -2.760
H 1.677 -1.485 3.378
H 3.314 -1.143 3.365
C -3.724 -0.135 -0.686
C -2.885 1.125 -0.963
H -3.296 -0.704 0.137
H -4.739 0.151 -0.482
H -3.553 -0.832 -1.508
H -2.455 1.581 -0.064
H -2.051 0.810 -1.580
H -3.450 1.942 -1.396
```

Results
SMILES string = CCc1c[nH]c2ccccc12.CC
HOMO energy = -7.94 eV
Kohn-Sham gap = 8.9 eV
LUMO level = 0.9 eV

These are the Mulliken partial charges, in e, on atoms 1 to 2: number 1, C, carries -0.50; number 2, C, carries -1.23

*c*
Molecular formula: C12H17N
Method: DFT, ωB97M-V with the def2-TZVPD basis set

```
30
C12H17N, DFT ωB97M-V with the def2-TZVPD basis set
C -1.281 -3.559 0.465
C -2.139 -2.773 -0.553
H -0.223 -3.467 0.254
H -1.569 -3.284 1.495
H -1.249 -4.623 0.306
H -3.288 -2.671 -0.451
H -1.939 -3.184 -1.614
H -1.826 -1.771 -0.568
C -0.468 1.999 -1.839
C -1.914 1.856 -1.357
C 0.678 1.647 -0.955
C 1.781 2.422 -1.254
C 0.822 0.834 0.165
C 2.200 0.918 0.572
C 0.077 -0.085 0.893
C 2.705 0.565 1.823
C 0.504 -0.475 2.116
C 1.771 -0.171 2.634
N 2.779 1.918 -0.343
H -0.429 1.192 -2.669
H -0.357 2.989 -2.360
H -2.497 1.330 -2.133
H 1.823 3.217 -1.900
H 3.672 2.277 -0.354
H -0.972 -0.439 0.628
H 3.854 0.699 2.240
H -0.037 -1.390 2.482
H 2.005 -0.004 3.745
H -2.478 2.760 -1.082
H -2.006 1.275 -0.386
```

Results
SMILES string = CCc1c[nH]c2ccccc12.CC
HOMO energy = -7.62 eV
Kohn-Sham gap = 8.6 eV
LUMO level = 0.9 eV

These are the Mulliken partial charges, in e, on atoms 1 to 2: number 1, C, carries -0.87; number 2, C, carries -0.33

*d*
Molecular formula: C12H17N
Method: DFT, ωB97M-V with the def2-TZVPD basis set

```
30
C12H17N, DFT ωB97M-V with the def2-TZVPD basis set
C -2.590 1.445 -0.337
C -0.685 2.587 0.023
C -1.037 0.353 1.057
C -1.504 -1.121 0.775
C -0.808 -1.577 -0.561
C 0.684 -1.285 -0.538
C 1.444 -1.850 -1.589
C 2.845 -1.614 -1.729
C 3.369 -0.983 -0.516
C 2.633 -0.402 0.431
C 1.239 -0.477 0.441
C 0.468 0.359 1.466
H -2.879 1.939 -1.402
H -2.923 0.269 -0.354
H -3.012 2.018 0.600
H 0.344 2.604 0.509
H -0.454 3.058 -1.035
H -1.552 3.124 0.782
H -1.640 0.898 1.888
H -2.695 -1.368 0.790
H -1.238 -1.713 1.687
H -0.855 -2.691 -0.746
H -1.364 -1.018 -1.450
H 0.918 -2.300 -2.552
H 3.647 -1.968 -2.509
H 4.499 -0.777 -0.458
H 3.084 0.014 1.346
H 0.478 -0.149 2.476
H 0.844 1.357 1.747
N -1.259 1.268 -0.243
```

Results
SMILES string = CN(C)[C@H]1CCc2ccccc2C1
HOMO energy = -8.71 eV
Kohn-Sham gap = 9.6 eV
LUMO level = 0.9 eV

These are the Mulliken partial charges, in e, on atoms 1 to 2: number 1, C, carries -1.04; number 2, C, carries -0.77

What should be chosen as the least stable of them? Choose *d*.